# 1
C6H5F4NOP | wB97M-V/def2-TZVPD

Last columns: bonded neighbours and bond lengths (Å).
Atoms and positions in Å:
1 H -1.41123 0.96841 0.90013  C11 1.083
2 C 0.37421 0.05710 0.07475  P7 1.759, C11 1.389, N17 1.334
3 C -0.06429 2.37597 -0.03214  H6 1.081, C11 1.389, C12 1.382
4 F 0.42124 -1.90136 1.98791  P7 1.527
5 O 0.73333 -2.66956 -0.28526  P7 1.549, H14 0.972
6 H -0.67784 3.24385 0.16418  C3 1.081
7 P -0.00045 -1.59336 0.55318  C2 1.759, F4 1.527, O5 1.549, C16 1.884
8 F -2.40649 -1.30726 -0.48845  C16 1.346
9 H 2.85363 1.44000 -1.47067  C13 1.082
10 F -2.02700 -3.26078 0.43915  C16 1.329
11 C -0.47664 1.11342 0.37293  H1 1.083, C2 1.389, C3 1.389
12 C 1.14326 2.50063 -0.69293  C3 1.382, C13 1.397, H15 1.081
13 C 1.91139 1.36139 -0.94456  H9 1.082, C12 1.397, N17 1.322
14 H 0.83850 -2.49704 -1.23577  O5 0.972
15 H 1.49927 3.46695 -1.02116  C12 1.081
16 C -1.85017 -1.94845 0.55673  P7 1.884, F8 1.346, F10 1.329, F18 1.341
17 N 1.53729 0.14884 -0.57290  C2 1.334, C13 1.322
18 F -2.39799 -1.49873 1.69487  C16 1.341

Computed properties:
Frontier orbital gap: 10.12 eV
Multiplicity: 1
Highest occupied orbital energy: -14.91 eV
F_max: 0.7 eV/A
Charge: +1

Atomic partial charges in e from the Mulliken method, atoms 1 to 8:
1 H 0.341
2 C 0.467
3 C -0.636
4 F -0.226
5 O -0.427
6 H 0.436
7 P 0.769
8 F -0.192

***

# 2
C6H5FN2 | wB97M-V/def2-TZVPD

Last columns: bonded neighbours and bond lengths (Å).
Atoms and positions in Å:
1 N 0.09349 3.23675 1.38886  C9 1.140
2 H -3.53732 -0.96916 0.48195  C8 1.058
3 C 1.63579 -0.26630 -0.65861  H4 1.088, N6 1.407, H7 1.163, H14 1.181
4 H 0.63963 -0.20878 -1.09189  C3 1.088
5 C -0.94956 0.97282 1.09756  C9 1.375, C13 1.266
6 N 1.79633 -0.68426 0.67484  C3 1.407, C10 1.236
7 H 2.11058 0.79243 -0.73888  C3 1.163
8 C -2.86370 -0.32567 -0.01936  H2 1.058, H12 1.108, C13 1.304
9 C -0.44266 2.23494 1.29976  N1 1.140, C5 1.375
10 C 1.01121 -0.48512 1.60782  N6 1.236, F11 1.297
11 F 1.14658 -0.84076 2.84810  C10 1.297
12 H -2.72395 -0.58378 -1.08771  C8 1.108
13 C -1.87131 0.29993 0.54988  C5 1.266, C8 1.304
14 H 2.01487 -1.13898 -1.35747  C3 1.181

Computed properties:
Frontier orbital gap (alpha / beta): 7.86 / 7.26 eV
Multiplicity: 1
ΔE to the lowest compared entry with this formula, charge and spin: 3.840 eV
Highest occupied orbital energy (alpha / beta): -9.01 / -8.94 eV
F_max: 3.0 eV/A
Charge: 0

Atomic partial charges in e from the Mulliken method, atoms 1 to 8:
1 N -0.418
2 H 0.294
3 C -0.545
4 H 0.208
5 C -0.144
6 N -0.306
7 H 0.251
8 C -0.879

***

# 3
C6H5FO3 | wB97M-V/def2-TZVPD

Last columns: bonded neighbours and bond lengths (Å).
Atoms and positions in Å:
1 C -0.50005 0.03599 1.53630  C2 1.562, H6 1.143, H7 1.086, O13 1.402
2 C 0.33001 -0.98097 0.68956  C1 1.562, H4 1.164, O8 1.455, C12 1.443
3 C 0.79548 1.18946 0.15295  C5 1.597, O8 1.513, H10 1.111, O13 1.368
4 H 0.66620 -1.91993 1.28953  C2 1.164
5 C 0.09760 1.02627 -1.27454  C3 1.597, O9 1.160, C14 1.462
6 H -1.52473 0.14004 1.03988  C1 1.143
7 H -0.56901 -0.21922 2.58970  C1 1.086
8 O 1.47793 -0.14028 0.38551  C2 1.455, C3 1.513
9 O 0.14446 1.91403 -2.02044  C5 1.160
10 H 1.51668 2.02333 0.01549  C3 1.111
11 H -0.60004 -2.30042 -0.87610  C12 1.129
12 C -0.26654 -1.25855 -0.59508  C2 1.443, H11 1.129, C14 1.399
13 O 0.10938 1.28216 1.33283  C1 1.402, C3 1.368
14 C -0.48709 -0.28079 -1.57163  C5 1.462, C12 1.399, F15 1.344
15 F -1.19026 -0.51114 -2.69395  C14 1.344

Computed properties:
Frontier orbital gap: 9.30 eV
SMILES: O=C1C(F)=C[C@@H]2CO[C@H]1O2
Multiplicity: 1
ΔE to the lowest compared entry with this formula, charge and spin: 2.393 eV
Highest occupied orbital energy: -9.64 eV
F_max: 5.4 eV/A
Charge: 0

Atomic partial charges in e from the Mulliken method, atoms 1 to 8:
1 C -0.546
2 C 0.229
3 C 0.249
4 H 0.383
5 C 0.220
6 H 0.295
7 H 0.318
8 O -0.502